Below is a molecular structure, C33H22F15GeNS3SeSi2W in a non-equilibrium geometry, with properties calculated with ωB97M-V/def2-TZVPD.

The charge is 0. Its relative energy (zero: lowest compared OMol25 entry of this formula, charge and spin) is 1.802 eV. The spin multiplicity is 1. For the maximum force, the calculation gives 0.052 Eh/bohr. The HOMO energy (alpha / beta) is -8.24 / -8.20 eV.

```
79
Properties=species:S:1:pos:R:3:forces:R:3:lowdin_charge:R:1
W 0.627 0.139 -1.346 0.50 -0.78 0.51 0.43
C -2.108 1.471 0.897 0.18 0.73 -0.17 -0.20
Si -1.446 3.028 0.025 -0.14 -0.99 0.47 0.34
C -1.109 4.470 1.209 -0.28 -0.37 -0.61 -0.17
C -2.581 3.210 -1.466 0.29 0.24 0.38 -0.30
C -3.506 4.255 -1.441 0.21 -0.05 0.06 -0.10
C -4.561 4.302 -2.330 -0.18 0.05 -0.07 -0.08
C -4.718 3.275 -3.242 -0.01 0.12 -0.03 -0.07
C -3.775 2.265 -3.308 0.07 -0.29 -0.02 -0.10
C -2.680 2.212 -2.451 0.67 -0.32 0.66 -0.28
Si -1.290 0.916 -2.915 -1.59 0.42 -2.14 0.51
C -0.639 1.866 -4.486 0.47 -0.25 0.60 -0.23
C -2.214 -0.535 -3.800 0.35 0.31 0.60 -0.27
H -1.581 1.245 1.824 0.10 -0.01 0.01 0.01
H -2.022 0.623 0.206 -0.05 0.16 0.08 0.00
H -3.160 1.579 1.144 -0.26 0.00 0.01 0.05
H -0.675 4.103 2.136 0.02 -0.20 0.04 0.02
H -2.027 4.990 1.459 -0.22 0.14 0.08 0.03
H -0.417 5.191 0.785 0.08 0.10 -0.16 0.03
H -3.391 5.042 -0.710 -0.06 0.14 0.13 0.09
H -5.260 5.124 -2.303 -0.09 0.05 0.03 0.10
H -5.564 3.264 -3.914 -0.04 0.02 -0.08 0.11
H -3.904 1.489 -4.044 -0.03 -0.12 -0.19 0.09
H -1.479 2.181 -5.098 -0.38 -0.07 0.13 0.03
H -0.008 1.239 -5.114 0.02 -0.12 0.04 0.01
H -0.069 2.758 -4.236 0.04 0.10 0.15 0.01
H -2.691 -0.195 -4.713 -0.07 0.26 -0.14 0.02
H -2.971 -0.992 -3.171 -0.16 -0.09 0.13 0.02
H -1.509 -1.313 -4.088 0.13 0.01 0.01 -0.01
C -0.221 -4.468 -2.470 -0.06 0.03 0.10 -0.09
C 0.432 -3.229 -1.954 -0.95 0.84 0.26 -0.69
S -0.648 -1.915 -1.507 0.65 0.13 -0.48 0.69
C 1.760 -3.066 -1.871 0.86 1.25 0.50 -0.69
C 2.769 -4.108 -2.230 -0.05 0.03 0.11 -0.09
S 2.398 -1.525 -1.335 -0.64 -0.72 -0.52 0.70
H -1.284 -4.296 -2.606 -0.09 -0.13 -0.05 0.07
H -0.079 -5.301 -1.784 0.00 -0.12 0.07 0.09
H 0.220 -4.733 -3.431 -0.04 -0.05 -0.07 0.09
H 2.922 -4.122 -3.310 0.00 -0.02 -0.07 0.09
H 2.435 -5.091 -1.909 0.04 -0.15 0.00 0.08
H 3.721 -3.879 -1.759 0.10 -0.08 0.01 0.07
Se 2.284 1.141 -3.019 0.10 0.45 0.23 0.71
C 1.606 -0.343 -3.810 0.15 -0.23 -0.92 -0.90
N 1.115 -1.257 -4.323 0.02 -0.10 -0.23 0.13
F 0.144 1.630 3.790 0.04 0.38 0.26 0.09
C 1.218 2.009 3.079 0.12 -0.24 -0.38 -0.22
C 1.588 1.254 1.986 -0.03 0.18 -0.35 -0.20
C 2.635 1.742 1.223 -0.19 -0.24 0.20 -0.33
F 2.915 1.024 0.084 0.59 0.45 0.59 -0.09
C 3.351 2.882 1.526 -0.25 -0.20 0.05 -0.15
F 4.359 3.294 0.763 0.05 0.09 -0.02 0.13
C 2.968 3.609 2.656 -0.23 -0.28 -0.04 -0.12
F 3.611 4.727 2.986 -0.02 -0.11 -0.06 0.13
C 1.894 3.176 3.426 0.04 -0.04 -0.08 -0.14
F 1.505 3.895 4.481 0.04 -0.02 -0.04 0.12
Ge 0.745 -0.400 1.175 0.94 -0.05 2.44 0.95
S 0.505 2.413 -0.662 -0.26 0.06 -1.10 0.37
C -0.456 -1.063 2.655 -0.39 0.02 -0.69 -0.14
C -1.721 -1.540 2.374 0.30 0.18 0.13 -0.24
F -2.134 -1.454 1.100 -0.51 -0.35 0.23 0.03
C -2.544 -2.094 3.343 0.08 0.07 0.00 -0.13
F -3.770 -2.520 3.035 0.02 -0.02 0.07 0.12
C -2.070 -2.199 4.649 0.20 0.13 -0.31 -0.12
F -2.846 -2.716 5.597 0.10 0.01 -0.08 0.14
C -0.777 -1.775 4.952 -0.09 -0.03 -0.18 -0.13
F -0.302 -1.929 6.187 -0.03 0.07 -0.02 0.13
C 0.002 -1.213 3.949 0.07 0.06 -0.21 -0.22
F 1.251 -0.810 4.219 -0.12 -0.09 0.53 0.10
C 2.182 -1.729 1.739 -0.05 -0.20 -0.33 -0.18
C 1.807 -3.053 1.581 0.16 0.34 0.11 -0.25
F 0.559 -3.265 1.110 0.14 -0.56 -0.03 0.06
C 2.634 -4.127 1.864 -0.07 0.20 -0.02 -0.14
F 2.221 -5.380 1.657 0.05 -0.06 0.04 0.12
C 3.911 -3.876 2.361 -0.23 0.27 -0.08 -0.12
F 4.730 -4.887 2.647 -0.07 0.10 -0.03 0.13
C 4.316 -2.560 2.558 -0.20 0.03 -0.13 -0.13
F 5.534 -2.298 3.031 0.01 -0.08 0.03 0.13
C 3.452 -1.514 2.243 -0.25 -0.28 -0.11 -0.21
F 3.886 -0.266 2.447 0.39 -0.10 0.15 0.11
```
Positions in Å, forces in eV/Å.


Below is a molecular structure, C33H22N5OPtS in a non-equilibrium geometry, with properties calculated with ωB97M-V/def2-TZVPD.

The charge is +1. Its relative energy (zero: lowest compared OMol25 entry of this formula, charge and spin) is 0.000 eV. The spin multiplicity is 1. For the maximum force, the calculation gives 0.023 Eh/bohr. The HOMO energy is -10.12 eV.

```
63
Properties=species:S:1:pos:R:3:forces:R:3:nbo_charge:R:1
Pt -1.987 -0.118 -2.839 0.07 0.36 1.14 0.73
C 6.886 -0.498 7.692 0.00 0.00 0.01 -0.26
O 7.188 -0.281 6.321 -0.01 0.00 -0.01 -0.48
C 6.173 -0.315 5.435 0.04 0.00 0.01 0.34
C 6.525 -0.093 4.101 -0.03 0.00 0.01 -0.25
C 5.556 -0.105 3.124 0.00 0.00 0.01 -0.15
C 4.216 -0.338 3.446 -0.02 -0.01 -0.02 -0.18
C 3.878 -0.563 4.775 0.02 0.01 0.01 -0.07
C 4.842 -0.553 5.770 -0.01 0.00 -0.01 -0.33
C 3.163 -0.363 2.432 0.06 -0.02 0.02 0.41
N 1.892 -0.612 2.662 0.00 0.02 -0.03 -0.46
C 1.287 -0.544 1.440 -0.01 -0.01 -0.03 0.11
C 2.195 -0.249 0.450 0.01 -0.02 -0.01 0.14
N 3.401 -0.136 1.100 -0.07 0.01 0.01 -0.53
C 1.837 -0.107 -0.921 0.07 0.01 -0.03 -0.08
C 2.724 0.217 -1.958 0.01 -0.04 -0.03 -0.12
C 2.259 0.323 -3.245 -0.04 -0.08 0.01 -0.24
C 0.900 0.135 -3.488 0.07 -0.10 0.05 0.07
N 0.041 -0.145 -2.516 -0.17 0.36 -0.08 -0.44
C 0.480 -0.297 -1.241 -0.08 -0.21 0.07 0.16
C -0.487 -0.662 -0.214 0.08 0.17 -0.10 0.22
N -1.766 -0.877 -0.596 0.14 -0.42 -0.53 -0.50
C -2.677 -1.123 0.322 -0.05 -0.06 0.00 0.07
C -2.374 -1.197 1.688 0.01 0.02 -0.03 -0.23
C -1.076 -1.024 2.091 0.03 -0.01 -0.03 -0.11
C -0.093 -0.751 1.125 -0.09 0.02 0.11 -0.07
H 7.830 -0.423 8.221 0.00 0.00 0.00 0.21
H 6.460 -1.491 7.847 0.00 0.00 0.00 0.18
H 6.197 0.262 8.067 0.00 0.00 0.00 0.18
H 7.564 0.084 3.862 0.00 0.01 0.01 0.24
H 5.868 0.069 2.101 0.00 0.00 0.00 0.19
H 2.843 -0.748 5.028 -0.01 0.00 -0.01 0.23
H 4.548 -0.733 6.793 0.00 0.01 0.00 0.23
H 4.294 0.078 0.695 0.00 0.00 0.00 0.42
H 3.774 0.371 -1.747 0.00 0.02 0.00 0.22
H 2.916 0.562 -4.067 0.01 -0.02 0.00 0.25
H 0.482 0.225 -4.480 0.00 0.05 0.01 0.24
H -3.690 -1.277 -0.032 0.01 -0.03 0.00 0.21
H -3.162 -1.401 2.399 -0.01 0.00 0.00 0.24
H -0.785 -1.082 3.131 0.00 -0.01 0.00 0.25
S -6.167 1.251 -3.370 -0.01 -0.01 -0.06 0.49
C -6.243 -0.448 -2.997 -0.04 -0.04 -0.02 -0.24
C -7.364 -1.247 -2.800 0.01 0.00 0.01 -0.18
C -7.163 -2.581 -2.504 0.00 0.00 -0.01 -0.20
C -5.872 -3.113 -2.406 -0.01 -0.01 0.01 -0.19
C -4.758 -2.325 -2.610 -0.02 0.00 0.02 -0.25
C -4.955 -0.979 -2.911 0.02 0.05 0.04 0.19
N -3.968 -0.031 -3.142 -0.18 -0.07 0.23 -0.48
C -4.456 1.161 -3.392 0.11 -0.02 -0.12 0.12
C -3.482 2.203 -3.627 0.01 -0.02 0.01 -0.22
C -3.786 3.533 -3.898 -0.02 0.00 0.01 -0.15
C -2.758 4.442 -4.061 0.01 0.01 -0.01 -0.23
C -1.443 4.007 -3.957 0.01 0.04 0.00 -0.16
C -1.139 2.678 -3.690 -0.11 -0.08 -0.02 -0.30
C -2.153 1.741 -3.519 0.13 0.08 -0.63 -0.03
H -8.362 -0.837 -2.873 0.00 0.00 -0.01 0.23
H -8.017 -3.226 -2.352 0.00 0.00 0.02 0.23
H -5.747 -4.160 -2.167 0.00 -0.01 -0.02 0.23
H -3.757 -2.732 -2.546 0.01 0.01 -0.01 0.23
H -4.818 3.854 -3.978 -0.01 -0.01 0.03 0.22
H -2.976 5.481 -4.262 0.00 0.00 -0.02 0.23
H -0.637 4.719 -4.087 0.01 -0.01 0.00 0.22
H -0.100 2.388 -3.623 0.02 0.04 0.04 0.21
```
Positions in Å, forces in eV/Å.


Below is a molecular structure, C33H23N6V in a non-equilibrium geometry, with properties calculated with ωB97M-V/def2-TZVPD.

The charge is +2. As for the expectation value of S²: 2.03. The spin multiplicity is 3. For the maximum force, the calculation gives 0.045 Eh/bohr. The HOMO energy (alpha / beta) is -13.28 / -13.30 eV.

```
63
Properties=species:S:1:pos:R:3:forces:R:3:nbo_charge:R:1
V -0.142 0.016 0.011 0.81 0.00 -0.39 1.37
C 0.802 -1.749 3.861 0.09 -0.21 -0.10 -0.21
C 1.013 -3.070 3.494 -0.09 0.34 -0.01 -0.12
C 1.135 -3.371 2.147 -0.03 0.33 -0.43 -0.20
C 1.019 -2.345 1.214 0.17 -0.43 0.81 0.16
N 0.754 -1.069 1.575 0.59 -0.47 0.60 -0.47
C 0.668 -0.787 2.869 0.10 0.09 0.45 0.07
C 1.301 -2.476 -0.219 0.37 -0.50 -0.44 0.20
C 2.010 -3.503 -0.845 -0.28 0.26 0.13 -0.20
C 2.475 -3.288 -2.137 -0.15 0.17 0.10 -0.10
C 2.324 -2.038 -2.726 -0.31 0.18 0.15 -0.22
C 1.606 -1.063 -2.032 0.37 -0.62 -0.28 0.28
N 1.020 -1.342 -0.867 1.03 -1.44 -0.96 -0.53
C 1.655 0.383 -2.271 0.40 0.64 -0.55 0.14
C 2.145 0.974 -3.432 -0.19 -0.27 0.39 -0.20
C 2.367 2.342 -3.443 -0.12 0.12 0.30 -0.12
C 2.107 3.065 -2.288 0.07 -0.17 -0.13 -0.21
C 1.577 2.406 -1.186 0.26 0.45 0.00 0.07
N 1.336 1.101 -1.172 0.44 0.10 -0.22 -0.48
H 0.751 -1.464 4.899 -0.05 0.07 0.10 0.25
H 1.095 -3.844 4.241 0.03 -0.07 0.06 0.25
H 1.323 -4.382 1.823 0.04 -0.11 -0.05 0.24
H 0.497 0.249 3.138 -0.06 -0.03 -0.09 0.23
H 2.238 -4.423 -0.331 0.01 -0.02 0.08 0.25
H 3.032 -4.060 -2.647 0.01 -0.04 -0.02 0.25
H 2.797 -1.822 -3.671 0.04 0.07 -0.03 0.25
H 2.357 0.373 -4.302 0.05 -0.07 -0.07 0.24
H 2.755 2.829 -4.325 0.03 0.02 -0.06 0.25
H 2.324 4.119 -2.234 -0.04 0.09 0.04 0.25
H 1.369 2.955 -0.275 -0.10 -0.07 -0.05 0.23
C -1.779 1.327 -3.805 -0.06 0.20 -0.04 -0.26
C -1.407 0.435 -2.788 -0.14 0.00 -0.11 0.09
N -1.237 0.812 -1.538 -0.46 -0.07 -1.04 -0.49
C -1.433 2.116 -1.225 -0.45 1.06 0.02 0.11
C -1.749 3.103 -2.188 0.17 -0.39 0.37 -0.01
C -1.931 2.661 -3.516 0.04 -0.32 0.16 -0.09
C -1.844 4.444 -1.756 0.03 0.08 0.18 -0.20
C -1.652 4.759 -0.435 -0.10 0.06 -0.39 -0.17
C -1.405 3.771 0.535 0.22 -0.79 0.07 -0.23
C -1.294 2.447 0.158 -0.50 1.01 -0.92 0.21
N -1.069 1.297 0.896 0.12 1.80 1.47 -0.67
C -1.874 0.901 1.943 -1.15 -0.49 1.02 0.12
C -2.441 1.614 2.988 0.63 -0.24 -0.69 -0.20
C -3.245 0.955 3.933 -0.20 -0.42 0.10 -0.17
C -3.537 -0.381 3.832 0.04 0.18 0.07 -0.18
C -3.031 -1.138 2.754 0.38 0.21 -0.32 -0.10
C -3.299 -2.505 2.529 0.14 0.09 -0.28 -0.07
C -2.773 -3.117 1.416 -0.09 0.01 0.17 -0.26
C -1.957 -2.383 0.545 -0.22 -0.11 0.02 0.08
N -1.664 -1.112 0.742 -0.77 -1.07 -0.05 -0.50
C -2.191 -0.487 1.820 -0.74 0.37 0.83 0.21
H -1.925 0.956 -4.807 -0.01 -0.04 -0.06 0.25
H -1.234 -0.613 -3.019 -0.01 0.05 0.03 0.21
H -2.198 3.372 -4.281 -0.02 0.08 -0.15 0.24
H -2.067 5.211 -2.480 -0.03 0.12 -0.06 0.24
H -1.697 5.790 -0.120 -0.06 0.07 0.01 0.24
H -1.266 4.064 1.564 -0.03 0.01 0.11 0.23
H -2.254 2.669 3.108 0.04 0.10 -0.04 0.23
H -3.643 1.521 4.761 -0.05 0.07 0.04 0.24
H -4.161 -0.868 4.565 -0.10 -0.02 0.09 0.24
H -3.926 -3.046 3.220 -0.07 -0.10 0.07 0.24
H -2.969 -4.158 1.208 -0.02 -0.02 -0.04 0.25
H -1.529 -2.868 -0.327 0.01 0.08 0.03 0.21
```
Positions in Å, forces in eV/Å.


Below is a molecular structure, C33H24As2Cl4FeNO2Se in a non-equilibrium geometry, with properties calculated with ωB97M-V/def2-TZVPD.

The charge is 0. As for the expectation value of S²: 8.79. Its relative energy (zero: lowest compared OMol25 entry of this formula, charge and spin) is 0.238 eV. The spin multiplicity is 6. For the maximum force, the calculation gives 0.077 Eh/bohr. The HOMO energy (alpha / beta) is -8.11 / -8.19 eV.

```
68
Properties=species:S:1:pos:R:3:forces:R:3:nbo_charge:R:1
Fe -1.933 -1.161 1.745 0.03 0.22 0.61 1.53
Cl -7.917 -2.918 -0.243 -0.13 0.29 -0.13 0.10
C -6.746 -1.921 0.489 1.75 -0.17 0.64 -0.08
C -6.944 -1.433 1.844 1.10 0.88 -0.15 -0.07
Cl -8.375 -1.646 2.713 -0.82 -0.05 -0.21 0.11
C -5.927 -0.738 2.500 -0.42 0.38 -0.25 -0.12
Cl -6.194 0.535 3.682 0.04 -1.19 -0.06 0.04
C -4.595 -0.972 2.094 1.86 -1.25 0.92 0.34
O -3.582 -1.136 2.930 -1.88 1.08 -1.90 -0.71
C -4.364 -1.266 0.668 -0.12 -0.18 -0.18 0.31
O -3.196 -1.212 0.155 -0.76 0.19 0.89 -0.67
C -5.479 -1.727 -0.083 -1.11 0.10 -0.77 -0.10
Cl -5.111 -2.001 -1.772 -0.58 -0.21 0.76 0.06
C 2.293 -0.521 0.475 -1.98 -0.59 0.76 -0.71
C 2.550 -0.804 -0.979 -0.10 -0.84 -0.72 -0.72
As 0.916 -1.497 -1.918 -0.47 0.25 0.27 0.91
C 1.698 -1.777 -3.691 0.61 0.82 -0.50 -0.31
C 0.880 -1.815 -4.836 0.02 0.07 0.37 -0.23
C 1.401 -1.874 -6.115 1.26 -0.16 -0.22 -0.19
C 2.794 -1.895 -6.318 0.00 -0.03 0.85 -0.22
C 3.608 -1.777 -5.186 0.47 0.22 -0.11 -0.21
C 3.087 -1.715 -3.885 0.07 -0.47 -0.08 -0.24
C -0.015 0.222 -2.350 -0.07 -0.25 -0.47 -0.33
C 0.697 1.235 -2.966 -0.86 0.43 0.15 -0.24
C 0.070 2.444 -3.248 0.87 0.98 -0.92 -0.19
C -1.313 2.645 -3.169 0.90 -0.13 0.86 -0.22
C -2.051 1.581 -2.632 -0.03 0.34 -0.21 -0.23
C -1.390 0.423 -2.196 -0.15 -0.11 0.07 -0.18
As 1.332 1.243 0.713 0.44 -1.20 0.34 0.93
C 0.263 0.680 2.308 1.25 0.48 -0.56 -0.25
C -1.098 0.925 2.183 0.15 0.97 -0.14 -0.45
C -1.878 0.985 3.335 -1.09 0.18 -0.57 -0.19
C -1.305 0.768 4.566 -0.20 0.08 1.95 -0.22
C 0.047 0.383 4.704 -0.20 -0.13 -2.26 -0.15
C 0.861 0.347 3.529 -1.01 0.30 0.93 -0.23
C 2.759 1.980 1.779 0.52 1.79 1.72 -0.36
C 4.108 1.640 1.645 -0.41 -0.84 -1.34 -0.22
C 5.074 2.000 2.549 1.00 0.62 0.24 -0.22
C 4.758 2.953 3.517 1.60 -0.57 0.83 -0.23
C 3.469 3.433 3.643 -0.59 -0.34 -0.39 -0.17
C 2.460 2.912 2.816 0.60 -0.50 -0.22 -0.22
H 3.197 -0.576 1.074 -0.05 0.21 0.05 0.23
H 1.546 -1.254 0.936 1.08 0.72 -0.75 0.25
H 3.214 -1.688 -1.067 -0.06 0.60 0.02 0.23
H 2.982 0.063 -1.498 0.03 -0.34 -0.02 0.22
H -0.195 -1.757 -4.738 -0.12 -0.05 0.17 0.22
H 0.771 -1.878 -6.982 -0.44 -0.11 -0.15 0.21
H 3.263 -2.032 -7.303 -0.45 0.32 0.45 0.22
H 4.694 -1.645 -5.309 -0.52 -0.37 0.01 0.21
H 3.799 -1.691 -3.031 -0.69 0.17 -0.82 0.21
H 1.711 1.084 -3.261 0.71 0.09 0.08 0.21
H 0.739 3.261 -3.608 -0.78 -0.60 0.14 0.21
H -1.682 3.660 -3.400 -0.20 -0.93 0.03 0.22
H -3.143 1.647 -2.567 0.45 -0.08 0.13 0.22
H -1.984 -0.351 -1.737 -0.15 -0.22 0.05 0.22
H -1.474 1.337 1.231 0.03 -0.37 0.38 0.26
H -2.961 1.164 3.189 0.83 0.24 0.60 0.24
H -1.936 0.984 5.478 0.82 -0.69 -1.05 0.23
H 0.440 0.031 5.636 0.17 0.31 0.50 0.23
H 1.953 0.211 3.594 -0.72 -0.15 0.00 0.24
H 4.416 1.054 0.773 -0.12 -0.08 0.42 0.21
H 6.118 1.595 2.476 -1.18 0.51 -0.02 0.22
H 5.597 3.196 4.214 -1.09 0.22 -0.50 0.22
H 3.204 4.158 4.403 0.09 -0.07 -0.01 0.21
H 1.436 3.174 3.067 0.00 0.08 -0.33 0.21
Se -0.352 -5.286 0.932 0.27 -0.76 -0.19 -0.04
C -0.455 -3.589 1.156 -0.77 3.58 0.68 0.16
N -0.613 -2.398 1.346 1.31 -3.68 -0.63 -0.88
```
Positions in Å, forces in eV/Å.


Question: The lowest maximum force belongs to which entry?
Answer: C33H22N5OPtS